The ion C2H2NO2S2 with charge -1 at a distorted geometry, computed with ωB97M-V/def2-TZVPD.

Cartesian coordinates (Å):
C (0.325, 0.942, 1.850)
C (-0.009, 0.486, 0.082)
N (0.181, 1.614, -0.601)
O (0.740, -0.023, 2.432)
O (-0.021, 2.090, 2.058)
S (-0.842, 2.907, -0.382)
S (-0.998, 2.030, -2.151)
H (0.685, -0.311, -0.293)
H (-1.173, 0.330, 0.241)

Atomic forces in eV per Å
C -0.5 0.1 -1.9
C -2.2 -1.5 2.2
N 1.6 1.8 -2.2
O 0.5 -0.7 0.8
O 0.2 0.2 0.3
S -0.7 1.4 2.0
S 0.1 -0.9 -1.5
H -1.1 0.4 0.7
H 2.2 -0.7 -0.3

## Properties
**Total charge**: -1
**Strongest force on any atom**: 3.446 eV/Å
**E_tot**: -29361.0913 eV
**SMILES string**: O=C([O-])Cn1ss1
**Energy above the lowest of the compared OMol25 structures with the same formula, charge and spin**: 3.226 eV
**LUMO energy**: 3.27 eV

=====

The ion C2H2NO3 with charge -1 at a distorted geometry, computed with ωB97M-V/def2-TZVPD.

Cartesian coordinates (Å):
C (-0.961, 0.175, -0.680)
C (0.802, -0.107, 1.049)
N (0.243, -0.153, -0.493)
O (1.083, -1.140, 1.552)
O (1.025, -0.619, -1.343)
O (0.937, 1.105, 1.337)
H (-1.736, 0.085, -1.559)
H (-1.394, 0.654, 0.138)

Atomic forces in eV per Å
C -3.7 0.5 -1.7
C 0.6 4.6 -0.8
N 0.9 -1.4 0.2
O 0.0 -2.3 0.5
O 0.8 -0.6 -0.9
O -0.5 -1.3 0.1
H 2.6 -0.1 1.1
H -0.7 0.6 1.4

## Properties
**Total charge**: -1
**Strongest force on any atom**: 4.695 eV/Å
**E_tot**: -9738.1482 eV
**SMILES string**: C=[N+]([O-])C(=O)[O-]
**Energy above the lowest of the compared OMol25 structures with the same formula, charge and spin**: 3.505 eV
**LUMO energy**: 4.37 eV

=====

A structure of composition C2H2NO3 at a distorted geometry, computed with ωB97M-V/def2-TZVPD.

Cartesian coordinates (Å):
C (-1.190, 0.106, -0.272)
C (1.233, -0.718, 0.230)
N (-0.039, 0.326, 0.128)
O (0.749, -1.807, 0.316)
O (0.185, 2.114, 0.352)
O (2.221, -0.106, 0.200)
H (-1.795, 1.039, -0.393)
H (-1.365, -0.955, -0.561)

Atomic forces in eV per Å
C -0.6 -0.1 -0.8
C -2.8 0.4 0.1
N 1.3 5.9 0.9
O -0.3 -2.6 0.1
O -0.7 -4.4 -0.5
O 3.6 1.2 -0.1
H 0.0 -1.2 0.0
H -0.6 0.8 0.2

## Properties
**Total charge**: -1
**Strongest force on any atom**: 6.146 eV/Å
**E_tot**: -9736.1362 eV
**Energy above the lowest of the compared OMol25 structures with the same formula, charge and spin**: 5.517 eV
**LUMO energy**: 4.20 eV

=====

A cluster of 2 separate species, C2H2NO3S in total at a distorted geometry, computed with ωB97M-V/def2-TZVPD.

Cartesian coordinates (Å):
C (-0.108, 1.255, -1.383)
C (0.714, -0.766, 0.605)
N (-0.559, -0.398, 0.868)
O (0.623, 2.043, -0.984)
O (-0.796, 0.744, 1.407)
O (-1.510, -1.196, 0.653)
S (-0.901, 0.305, -2.312)
H (1.505, -0.202, 0.857)
H (1.032, -1.786, 0.290)

Atomic forces in eV per Å
C 1.0 0.5 -0.8
C -2.0 -2.6 -1.1
N 1.2 -0.6 1.0
O 0.1 0.6 0.9
O 0.1 -0.3 -0.6
O -0.2 0.0 -0.3
S -1.1 -0.9 -0.3
H 2.1 2.6 1.1
H -1.3 0.8 0.1

## Properties
**Total charge**: -1
**Strongest force on any atom**: 3.456 eV/Å
**E_tot**: -20572.0646 eV
**Energy above the lowest of the compared OMol25 structures with the same formula, charge and spin**: 3.551 eV
**LUMO energy**: 3.27 eV

=====

A cluster of 2 separate species, C2H2NOP in total at a distorted geometry, computed with ωB97M-V/def2-TZVPD.

Cartesian coordinates (Å):
C (-0.204, -1.255, -0.059)
C (-0.176, 1.043, 0.095)
N (1.011, -0.808, -0.013)
O (1.027, 0.528, 0.074)
P (-1.496, -0.026, -0.004)
H (-0.336, -2.319, -0.142)
H (0.174, 2.838, 0.049)

Atomic forces in eV per Å
C -0.2 0.7 0.0
C 0.8 4.6 -0.3
N 0.4 -1.8 -0.1
O 0.2 1.0 0.1
P 0.0 0.2 0.0
H 0.0 -0.2 0.0
H -1.2 -4.5 0.2

## Properties
**Strongest force on any atom**: 4.672 eV/Å
**E_tot**: -14927.2242 eV
**Energy above the lowest of the compared OMol25 structures with the same formula, charge and spin**: 4.312 eV
**LUMO energy**: -0.65 eV

=====

The molecule C2H2NPS at a distorted geometry, computed with ωB97M-V/def2-TZVPD.

Cartesian coordinates (Å):
C (0.403, -0.234, -0.637)
C (-0.101, 0.879, -0.025)
N (0.171, -1.521, -0.184)
P (-0.551, -1.595, 1.191)
S (-1.000, 0.428, 1.499)
H (0.931, 0.144, -1.522)
H (0.146, 1.898, -0.323)

Atomic forces in eV per Å
C -0.4 1.6 -0.4
C -0.6 -1.6 2.0
N 1.4 1.7 -1.6
P -1.3 -0.3 1.4
S 1.1 0.6 -1.6
H 0.2 -1.6 -0.2
H -0.4 -0.3 0.3

## Properties
**Strongest force on any atom**: 2.684 eV/Å
**E_tot**: -23720.1212 eV
**Energy above the lowest of the compared OMol25 structures with the same formula, charge and spin**: 0.228 eV
**LUMO energy**: -0.19 eV

=====

A structure of composition C2H2NiO4 at a distorted geometry, computed with ωB97M-V/def2-TZVPD.

Cartesian coordinates (Å):
C (1.739, -1.893, -0.338)
O (1.766, -0.664, -0.324)
H (1.592, -2.463, 0.595)
H (1.984, -2.446, -1.260)
O (-2.987, 0.710, 0.198)
C (-1.753, 0.694, 0.268)
O (-0.974, 1.541, -0.371)
O (-1.074, -0.257, 0.894)
Ni (0.523, 0.603, 0.294)

Atomic forces in eV per Å
C 0.7 0.8 0.4
O 0.4 -1.9 -0.7
H -0.3 0.1 -0.3
H -0.1 0.2 0.2
O 1.9 0.2 0.3
C -3.9 -1.0 -0.5
O 1.7 0.3 0.2
O 1.0 0.2 0.2
Ni -1.3 1.1 0.2

## Properties
**Strongest force on any atom**: 4.081 eV/Å
**E_tot**: -51337.2544 eV
**Expectation value of S²**: 2.01
**Multiplicity**: 3
**Energy above the lowest of the compared OMol25 structures with the same formula, charge and spin**: 0.051 eV
**LUMO energy (alpha / beta)**: -1.91 / -2.21 eV

=====

A cluster of 2 separate species, C2H2O in total at a distorted geometry, computed with ωB97M-V/def2-TZVPD.

Cartesian coordinates (Å):
C (0.263, -0.803, 0.060)
C (0.126, 0.483, -0.027)
O (-1.131, 0.101, -0.024)
H (0.222, -1.704, -0.502)
H (0.521, 1.924, 0.492)

Atomic forces in eV per Å
C 0.6 -0.5 0.0
C 0.4 4.7 2.4
O -0.5 0.6 -0.2
H 0.4 -0.3 -0.2
H -0.8 -4.5 -2.0

## Properties
**Strongest force on any atom**: 5.353 eV/Å
**E_tot**: -4147.0753 eV
**Energy above the lowest of the compared OMol25 structures with the same formula, charge and spin**: 5.465 eV
**LUMO energy**: -0.04 eV

=====

A structure of composition C2H2O2 at a distorted geometry, computed with ωB97M-V/def2-TZVPD.

Cartesian coordinates (Å):
C (0.047, 0.377, -0.113)
C (0.164, 2.138, -0.840)
O (0.103, 1.653, 0.362)
O (0.214, 0.883, -1.482)
H (0.988, -0.138, 0.251)
H (-0.962, -0.056, 0.168)

Atomic forces in eV per Å
C 0.8 -2.4 -0.1
C 0.5 0.3 -2.4
O -0.4 1.8 1.8
O -0.8 0.6 2.2
H -1.4 -0.2 -0.6
H 1.4 -0.1 -0.8

## Properties
**Strongest force on any atom**: 2.582 eV/Å
**E_tot**: -6197.9186 eV
**Energy above the lowest of the compared OMol25 structures with the same formula, charge and spin**: 2.136 eV
**LUMO energy**: 0.79 eV

=====

A cluster of 2 separate species, C2H2O2 in total at a distorted geometry, computed with ωB97M-V/def2-TZVPD.

Cartesian coordinates (Å):
C (-1.327, 0.052, 0.068)
C (2.848, -0.238, -0.520)
O (-2.196, 0.825, -0.195)
O (2.423, 0.253, 0.386)
H (-1.228, -0.680, 0.874)
H (-0.519, -0.212, -0.613)

Atomic forces in eV per Å
C 0.4 -1.3 -0.9
C 0.5 -0.5 -1.0
O -0.1 0.2 0.6
O -0.5 0.5 1.0
H -0.9 0.4 1.2
H 0.6 0.7 -0.9

## Properties
**Strongest force on any atom**: 1.647 eV/Å
**E_tot**: -6199.8587 eV
**Energy above the lowest of the compared OMol25 structures with the same formula, charge and spin**: 0.196 eV
**LUMO energy**: 0.72 eV